A molecular structure, C39H37IrN12O6S2 at a distorted geometry. Source: OMol25; level of theory: wB97M-V/def2-TZVPD.

Results
Kohn-Sham gap (alpha / beta): 7.70 / 5.30 eV
ΔE to the lowest compared entry with this formula, charge and spin: 139.52 kJ/mol
HOMO level (alpha / beta): -10.577 / -10.540 eV
M: 1026.15 Da
E_LUMO (alpha / beta): -2.87 / -5.24 eV

The geometry in ORCA input format:
```
! RIJCOSX wB97M-V def2-TZVPD def2/J DEFGRID3
* xyz 1 2
Ir 0.997 -1.760 0.907
N 3.437 -5.289 0.836
C 2.927 -4.071 1.085
S 2.340 -3.124 -0.277
N 3.020 -3.507 2.237
N 2.401 -2.255 2.281
C 2.867 -1.507 3.229
C 2.336 -0.290 3.727
C 3.014 0.384 4.762
C 2.433 1.446 5.403
C 1.130 1.821 5.044
C 0.445 1.186 4.036
C 1.058 0.145 3.310
O 0.426 -0.359 2.294
H 3.140 -5.756 -0.004
H 3.608 -5.879 1.635
H 3.722 -1.938 3.741
H 4.001 0.040 5.048
H 2.953 1.968 6.192
H 0.647 2.629 5.579
H -0.572 1.460 3.791
C 3.344 3.248 0.341
N 3.126 1.797 0.364
C 1.987 1.114 0.363
N 2.263 -0.182 0.357
C 3.627 -0.229 0.350
N 4.177 0.954 0.356
C 2.986 3.855 -0.991
C 3.973 4.325 -1.848
C 3.631 4.866 -3.082
C 2.307 4.912 -3.484
C 1.319 4.421 -2.636
C 1.660 3.921 -1.386
C -0.076 4.372 -3.059
N -0.626 4.749 -4.158
N -1.962 4.371 -4.076
C -2.105 3.791 -2.937
O -0.953 3.763 -2.223
C -3.262 3.109 -2.369
C -4.464 3.056 -3.069
C -5.523 2.338 -2.543
C -5.378 1.656 -1.341
C -4.181 1.712 -0.639
C -4.005 0.913 0.629
N -2.951 -0.092 0.493
C -1.651 0.009 0.737
N -1.043 -1.105 0.345
C -2.061 -1.855 -0.181
N -3.226 -1.274 -0.098
C -3.133 2.459 -1.149
H 4.400 3.383 0.558
H 2.763 3.678 1.157
H 1.005 1.550 0.387
H 4.193 -1.144 0.333
H 5.013 4.276 -1.550
H 4.405 5.245 -3.735
H 2.030 5.308 -4.452
H 0.873 3.583 -0.723
H -4.547 3.561 -4.022
H -6.461 2.291 -3.078
H -6.203 1.072 -0.950
H -4.920 0.370 0.851
H -3.748 1.530 1.491
H -1.195 0.841 1.241
H -1.912 -2.831 -0.603
H -2.192 2.514 -0.616
O -1.366 -1.928 3.450
C -1.247 -2.894 2.740
N -0.052 -3.252 2.061
S -0.369 -4.592 1.120
O 0.462 -5.721 1.415
O -0.352 -4.149 -0.259
C -2.032 -4.841 1.586
C -2.925 -5.808 1.166
C -4.200 -5.751 1.712
C -4.545 -4.770 2.643
C -3.628 -3.813 3.049
C -2.358 -3.863 2.497
H -2.644 -6.572 0.454
H -4.938 -6.483 1.413
H -5.546 -4.761 3.051
H -3.879 -3.044 3.767
C -1.004 0.289 -2.900
C -0.221 -1.021 -2.837
O 0.968 -0.910 -2.048
C 2.145 -0.825 -2.850
C 2.299 0.515 -3.548
H -1.416 0.464 -3.894
H -0.349 1.126 -2.656
H -1.838 0.297 -2.196
H 0.046 -1.369 -3.838
H -0.820 -1.808 -2.381
H 2.146 -1.646 -3.575
H 2.984 -0.988 -2.171
H 1.511 0.684 -4.283
H 3.255 0.554 -4.072
H 2.278 1.333 -2.822
*
```

A molecular structure, C39H37N13O2SSn at a distorted geometry. Source: OMol25; level of theory: wB97M-V/def2-TZVPD.

Results
Kohn-Sham gap (alpha / beta): 3.96 / 3.57 eV
ΔE to the lowest compared entry with this formula, charge and spin: 273.69 kJ/mol
HOMO level (alpha / beta): -12.304 / -12.079 eV
M: 870.59 Da
E_LUMO (alpha / beta): -8.34 / -8.51 eV

The geometry in ORCA input format:
```
! RIJCOSX wB97M-V def2-TZVPD def2/J DEFGRID3
* xyz 2 1
Sn 0.064 0.560 1.111
C -3.860 -2.138 0.731
C -2.923 -1.494 1.538
N -1.635 -1.732 1.393
C -1.240 -2.592 0.457
C -2.183 -3.101 -0.445
N -3.469 -2.875 -0.288
C 0.193 -2.928 0.412
C 0.651 -4.138 -0.105
C 2.018 -4.401 -0.075
C 2.863 -3.467 0.523
C 2.325 -2.271 0.987
N 1.023 -2.024 0.907
C 3.146 -1.204 1.586
C 4.532 -1.288 1.793
N 5.201 -0.305 2.355
C 4.542 0.768 2.746
C 3.167 0.867 2.545
N 2.501 -0.103 1.961
C 2.567 -5.606 -0.711
C 3.777 -5.541 -1.403
C 4.246 -6.688 -2.026
N 3.587 -7.824 -1.982
C 2.449 -7.910 -1.330
C 1.888 -6.823 -0.675
H -4.923 -2.035 0.883
H -3.212 -0.795 2.310
H -1.892 -3.658 -1.324
H -0.039 -4.845 -0.537
H 3.915 -3.682 0.612
H 5.119 -2.147 1.502
H 5.108 1.561 3.210
H 2.596 1.734 2.842
H 4.330 -4.618 -1.482
H 5.174 -6.688 -2.582
H 1.968 -8.877 -1.341
H 0.958 -6.934 -0.141
S -2.378 1.676 0.329
C -2.438 1.345 -1.395
N -3.292 1.939 -2.209
N -4.032 2.871 -1.740
C -4.939 3.629 -2.436
C -5.217 3.448 -3.797
C -6.142 4.268 -4.412
C -6.796 5.264 -3.692
C -6.518 5.448 -2.341
C -5.601 4.634 -1.716
N -1.675 0.436 -1.965
N -0.619 -0.073 -1.546
C -0.028 -1.078 -2.267
C -0.727 -1.837 -3.221
C -0.052 -2.784 -3.960
C 1.306 -2.997 -3.762
C 1.991 -2.273 -2.794
C 1.333 -1.318 -2.047
H -3.931 3.090 -0.733
H -4.715 2.668 -4.345
H -6.358 4.143 -5.462
H -7.520 5.898 -4.179
H -7.013 6.227 -1.783
H -5.391 4.752 -0.664
H -1.777 -1.646 -3.388
H -0.574 -3.354 -4.711
H 1.838 -3.707 -4.377
H 3.045 -2.451 -2.643
H 1.851 -0.700 -1.328
C 1.892 4.069 -1.071
C 2.207 2.834 -0.206
C 3.269 1.974 -0.891
O 1.029 2.148 0.001
H 2.786 4.671 -1.202
H 1.123 4.672 -0.595
H 1.534 3.734 -2.042
H 2.607 3.193 0.759
H 2.927 1.699 -1.885
H 3.439 1.068 -0.312
H 4.206 2.516 -0.973
C 0.191 1.300 6.377
N -0.116 2.164 5.261
C -0.449 3.460 5.415
C -0.722 4.255 4.349
C -0.630 3.669 3.055
N -0.318 2.387 2.932
C -0.070 1.601 3.993
O 0.204 0.417 3.842
N -0.837 4.357 1.938
H 0.064 1.838 7.311
H 1.217 0.939 6.295
H -0.467 0.432 6.361
H -0.479 3.835 6.427
H -0.990 5.289 4.473
H -1.097 5.326 1.954
H -0.684 3.878 1.062
*
```

2 unconnected molecules or ions with the total composition C39H37N4O at a distorted geometry. Source: OMol25; level of theory: wB97M-V/def2-TZVPD.

Results
Kohn-Sham gap: 5.35 eV
ΔE to the lowest compared entry with this formula, charge and spin: 42.47 kJ/mol
HOMO level: -8.892 eV
M: 577.75 Da
E_LUMO: -3.54 eV

The geometry in ORCA input format:
```
! RIJCOSX wB97M-V def2-TZVPD def2/J DEFGRID3
* xyz 1 1
C -2.030 -5.024 0.582
C -2.868 -3.836 0.102
C -1.904 -2.652 -0.105
N -0.566 -3.208 0.086
C 0.574 -2.534 -0.089
C 1.776 -3.385 -0.216
C 2.466 -3.438 -1.436
C 3.484 -4.356 -1.672
C 3.833 -5.311 -0.720
C 3.199 -5.255 0.525
C 2.253 -4.268 0.811
C -0.557 -4.605 0.496
H -2.270 -5.276 1.621
H -2.172 -5.908 -0.047
H -3.365 -4.095 -0.835
H -3.655 -3.560 0.807
H -2.038 -2.217 -1.114
H -2.088 -1.874 0.655
H 0.493 -1.505 -0.452
H 2.166 -2.728 -2.207
H 4.001 -4.333 -2.626
H 4.571 -6.095 -0.941
H 3.462 -5.996 1.277
H 1.863 -4.210 1.836
H -0.093 -4.726 1.483
H 0.009 -5.259 -0.202
C 1.507 1.585 2.837
O 0.530 0.805 2.075
C 0.697 0.549 0.719
C 2.019 -0.022 0.437
C 2.386 -1.010 1.372
C 3.667 -1.526 1.373
C 4.500 -1.284 0.271
C 4.158 -0.284 -0.656
C 2.948 0.411 -0.535
C -0.129 1.382 -0.109
N -1.011 0.918 -1.059
C -0.822 0.061 -2.145
C -1.975 -0.478 -2.714
C -1.827 -1.552 -3.595
C -0.537 -1.885 -4.051
C 0.578 -1.106 -3.692
C 0.447 -0.138 -2.695
N -2.188 1.622 -1.074
C -1.991 2.643 -0.276
C -2.920 3.770 -0.218
C -2.520 5.124 -0.142
C -3.486 6.118 -0.015
C -4.846 5.796 -0.103
C -5.234 4.466 -0.317
C -4.283 3.453 -0.354
N -0.804 2.503 0.424
C -0.329 3.485 1.322
C 0.919 4.061 1.104
C 1.259 5.212 1.830
C 0.404 5.694 2.826
C -0.821 5.065 3.077
C -1.180 3.939 2.332
H 0.949 2.389 3.352
H 1.997 0.921 3.559
H 2.274 2.039 2.192
H 1.653 -1.278 2.137
H 3.988 -2.155 2.200
H 5.411 -1.869 0.160
H 4.848 -0.009 -1.463
H 2.743 1.344 -1.078
H -2.964 -0.089 -2.449
H -2.708 -2.102 -3.947
H -0.405 -2.735 -4.732
H 1.539 -1.236 -4.193
H 1.260 0.534 -2.400
H -1.459 5.381 -0.147
H -3.178 7.151 0.152
H -5.600 6.579 -0.012
H -6.284 4.213 -0.443
H -4.557 2.404 -0.471
H 1.591 3.621 0.366
H 2.202 5.723 1.616
H 0.685 6.574 3.410
H -1.511 5.446 3.833
H -2.132 3.432 2.493
*
```

A molecular structure, C39H37N4O3PtTe. Source: OMol25; level of theory: wB97M-V/def2-TZVPD.

Results
Kohn-Sham gap (alpha / beta): 7.83 / 6.70 eV
HOMO level (alpha / beta): -10.102 / -10.101 eV
M: 932.43 Da
E_LUMO (alpha / beta): -2.27 / -3.40 eV

The geometry in ORCA input format:
```
! RIJCOSX wB97M-V def2-TZVPD def2/J DEFGRID3
* xyz 1 3
Pt 0.274 0.070 0.041
C -5.978 2.555 2.625
C -4.711 1.823 2.253
C -4.410 0.564 2.783
C -3.274 -0.135 2.448
C -2.985 -1.434 3.150
O -1.896 -1.664 3.627
C -4.099 -2.429 3.306
C -4.005 -3.360 4.338
C -5.000 -4.306 4.518
C -6.092 -4.337 3.656
C -6.181 -3.426 2.614
C -5.190 -2.470 2.443
C -2.352 0.414 1.513
O -1.369 -0.351 1.131
C -2.587 1.724 1.028
C -3.793 2.370 1.394
C -1.649 2.456 0.186
N -0.523 1.980 -0.260
C 0.412 2.839 -1.027
C 1.879 2.680 -0.645
Te 2.536 3.689 1.138
C 1.378 2.764 2.630
C 0.666 3.574 3.511
C -0.112 2.997 4.510
C -0.209 1.617 4.612
C 0.509 0.807 3.740
C 1.321 1.384 2.775
C -2.036 3.860 -0.180
C -2.482 4.148 -1.465
C -2.829 5.446 -1.807
C -2.719 6.465 -0.869
C -2.279 6.177 0.417
C -1.947 4.875 0.765
H -6.631 1.926 3.228
H -6.535 2.857 1.737
H -5.765 3.458 3.200
H -5.092 0.125 3.506
H -3.142 -3.325 4.990
H -4.925 -5.022 5.326
H -6.873 -5.073 3.798
H -7.023 -3.458 1.934
H -5.255 -1.772 1.617
H -4.011 3.343 0.975
H 0.155 3.885 -0.905
H 0.288 2.586 -2.085
H 2.492 3.144 -1.420
H 2.185 1.637 -0.579
H 0.705 4.652 3.412
H -0.660 3.632 5.194
H -0.839 1.171 5.370
H 0.425 -0.269 3.804
H 1.911 0.752 2.126
H -2.567 3.352 -2.198
H -3.185 5.662 -2.807
H -2.982 7.479 -1.138
H -2.201 6.966 1.154
H -1.623 4.639 1.773
N 2.175 -0.941 0.384
C 3.113 -0.943 1.070
N 4.158 -0.943 1.841
C 5.227 0.071 1.697
C 5.213 0.968 2.920
O 5.316 0.197 4.104
C 4.218 -0.682 4.263
C 4.165 -1.682 3.125
H 5.061 0.639 0.784
H 6.176 -0.460 1.624
H 4.299 1.571 2.932
H 6.072 1.635 2.897
H 3.281 -0.115 4.311
H 4.361 -1.206 5.206
H 3.278 -2.310 3.180
H 5.052 -2.315 3.135
C -0.395 -2.197 -4.297
C 0.763 -2.469 -3.589
C 0.994 -1.800 -2.402
N 0.138 -0.897 -1.921
C -0.988 -0.634 -2.603
C -1.288 -1.262 -3.794
H -0.602 -2.709 -5.228
H 1.483 -3.194 -3.942
H 1.879 -1.980 -1.809
H -1.657 0.096 -2.165
H -2.207 -1.023 -4.311
*
```

A molecular structure, C39H37N8O3RbS3. Source: OMol25; level of theory: wB97M-V/def2-TZVPD.

Results
Kohn-Sham gap: 4.54 eV
ΔE to the lowest compared entry with this formula, charge and spin: 165.11 kJ/mol
HOMO level: -1.584 eV
M: 847.45 Da
E_LUMO: 2.95 eV

The geometry in ORCA input format:
```
! RIJCOSX wB97M-V def2-TZVPD def2/J DEFGRID3
* xyz -2 1
Rb 0.225 -1.726 0.540
C -0.942 -1.676 -2.958
C 0.255 -0.763 -2.887
N -0.006 0.475 -2.689
N 0.986 1.423 -2.821
C 1.572 1.903 -1.794
S 1.459 1.521 -0.121
S 2.721 3.247 -2.154
C 2.636 3.334 -3.961
C 1.339 3.841 -4.540
C 0.834 5.081 -4.163
C -0.334 5.577 -4.726
C -1.022 4.835 -5.678
C -0.530 3.590 -6.053
C 0.639 3.101 -5.487
C 1.616 -1.349 -3.083
C 2.537 -0.719 -3.915
C 3.838 -1.178 -4.071
C 4.224 -2.314 -3.352
C 3.337 -2.966 -2.523
C 1.996 -2.508 -2.319
O 1.207 -3.087 -1.494
H -0.770 -2.566 -2.353
H -1.086 -2.003 -3.994
H -1.839 -1.148 -2.631
H 2.881 2.350 -4.358
H 3.440 4.030 -4.217
H 1.356 5.649 -3.402
H -0.710 6.546 -4.419
H -1.935 5.218 -6.118
H -1.064 2.991 -6.781
H 1.002 2.117 -5.758
H 2.215 0.157 -4.466
H 4.538 -0.656 -4.712
H 5.239 -2.690 -3.449
H 3.635 -3.848 -1.965
O -1.143 -5.807 3.087
C -1.068 -4.643 2.691
N -0.031 -3.802 2.668
C 1.025 -3.830 3.499
O 1.093 -4.191 4.672
C 2.264 -3.236 2.845
C 3.345 -4.056 2.536
C 4.440 -3.501 1.900
C 4.433 -2.146 1.595
C 3.324 -1.403 1.960
N 2.262 -1.928 2.579
C -2.328 -4.042 2.072
C -3.545 -4.247 2.720
C -4.694 -3.692 2.186
C -4.602 -2.970 1.003
C -3.355 -2.841 0.418
N -2.236 -3.352 0.931
H 3.303 -5.109 2.780
H 5.289 -4.118 1.630
H 5.255 -1.677 1.071
H 3.263 -0.341 1.735
H -3.559 -4.832 3.629
H -5.649 -3.822 2.682
H -5.472 -2.511 0.550
H -3.242 -2.301 -0.517
N -6.913 2.376 -0.446
C -6.439 2.034 0.766
S -7.361 2.266 2.114
C -5.072 1.414 0.779
C -4.487 1.024 1.974
C -3.229 0.436 1.948
N -2.543 0.236 0.830
C -3.089 0.625 -0.316
C -4.346 1.207 -0.390
H -7.762 2.918 -0.440
H -6.278 2.530 -1.210
H -5.015 1.175 2.905
H -2.750 0.104 2.863
H -2.485 0.484 -1.209
H -4.721 1.478 -1.369
C 2.587 2.885 3.609
C 1.796 1.802 4.354
C 0.912 2.431 5.436
C 2.742 0.767 4.973
C 0.933 1.115 3.377
N 0.287 0.539 2.625
H 3.233 3.413 4.316
H 1.915 3.600 3.136
H 3.198 2.446 2.820
H 1.545 2.944 6.165
H 0.331 1.667 5.955
H 0.221 3.154 5.001
H 3.374 1.258 5.718
H 3.376 0.316 4.210
H 2.182 -0.035 5.455
*
```

Question: What is the formula in the fourth record?
Answer: C39H37N4O3PtTe

Question: What is the M in the first record?
Answer: 1026.15 Da